Entry 1:
Here is an isolated molecule of C31H25F6O3P from the OMol25 dataset. Energies are from ωB97M-V with the def2-TZVPD basis set.

Last column: Löwdin charge in e.
Cartesian coordinates (Å):
F1 -5.287 1.547 3.131  0.101
C1 -5.168 0.437 2.331  -0.508
F2 -6.065 -0.507 2.792  0.095
F3 -5.574 0.794 1.070  0.122
C2 -3.787 -0.102 2.441  -0.145
C3 -3.561 -1.467 2.260  -0.009
C4 -2.327 -1.978 2.633  -0.003
C5 -1.326 -1.125 3.183  -0.155
C6 -0.018 -1.621 3.879  -0.129
C7 1.235 -1.238 3.049  -0.131
C8 1.341 -0.047 2.266  0.001
C9 2.608 0.502 2.013  0.005
C10 3.726 -0.280 2.277  -0.147
C11 5.052 0.394 2.137  -0.504
F4 6.089 -0.414 2.520  0.106
F5 5.331 0.829 0.863  0.117
F6 5.049 1.501 2.975  0.098
C12 3.632 -1.592 2.740  -0.015
C13 2.377 -2.069 3.098  -0.023
C14 -1.531 0.263 3.134  -0.039
C15 -2.774 0.781 2.797  0.007
H1 -4.370 -2.093 1.862  0.134
H2 -2.162 -3.069 2.518  0.133
H3 -0.067 -2.757 3.908  0.136
H4 0.495 0.479 1.845  0.099
H5 2.725 1.503 1.601  0.130
H6 4.539 -2.192 2.849  0.129
H7 2.309 -3.143 3.374  0.142
H8 -0.709 0.935 3.380  0.114
H9 -2.977 1.840 2.852  0.124
C16 4.732 -0.774 6.016  -0.062
C17 3.665 -1.752 6.454  -0.214
O1 2.441 -1.325 5.847  -0.049
C18 1.418 -2.240 6.020  -0.502
C19 0.162 -1.540 5.555  -0.170
P1 -1.223 -2.372 6.389  0.799
C20 -1.024 -2.820 8.188  -0.247
C21 -0.192 -2.109 9.076  -0.088
C22 -0.105 -2.468 10.427  -0.077
C23 -0.843 -3.572 10.879  -0.087
C24 -1.655 -4.316 10.002  -0.073
C25 -1.728 -3.928 8.666  -0.074
C26 -2.572 -1.160 6.626  -0.271
C27 -2.387 0.022 7.355  -0.085
C28 -3.395 0.989 7.398  -0.083
C29 -4.599 0.775 6.710  -0.076
C30 -4.790 -0.412 5.971  -0.070
C31 -3.771 -1.379 5.948  -0.070
O2 -1.577 -3.536 5.512  -0.322
O3 1.577 -3.386 6.408  0.121
H10 5.643 -0.870 6.596  0.079
H11 5.078 -0.907 4.992  0.051
H12 4.434 0.271 6.091  0.086
H13 3.928 -2.770 6.123  0.132
H14 3.553 -1.688 7.550  0.133
H15 0.256 -0.388 5.870  0.174
H16 0.384 -1.292 8.688  0.092
H17 0.532 -1.907 11.126  0.108
H18 -0.763 -3.862 11.945  0.109
H19 -2.220 -5.176 10.403  0.112
H20 -2.328 -4.500 7.961  0.110
H21 -1.439 0.240 7.850  0.099
H22 -3.264 1.916 7.968  0.105
H23 -5.392 1.561 6.712  0.116
H24 -5.731 -0.555 5.435  0.101
H25 -3.891 -2.276 5.342  0.107

energy	-64289.96750	eV
lowest unoccupied orbital energy	0.054	eV
molecular weight	590.50	g/mol
HOMO	-9.29	eV
Kohn-Sham gap	9.341	eV

Entry 2:
Here is a structure of composition C31H25N3OPPdSe from the OMol25 dataset. Energies are from ωB97M-V with the def2-TZVPD basis set.

Last column: Löwdin charge in e.
Cartesian coordinates (Å):
Pd1 0.466 -0.392 0.238  0.573
C1 3.915 3.859 -0.928  -0.092
C2 4.619 2.791 -1.473  -0.103
C3 4.126 1.506 -1.341  -0.033
C4 2.927 1.276 -0.675  -0.172
C5 2.202 2.348 -0.124  -0.214
C6 2.719 3.636 -0.266  -0.031
N1 2.390 -0.028 -0.485  -0.059
N2 3.099 -1.000 -0.778  0.085
C7 2.429 -2.212 -0.578  -0.294
C8 3.086 -3.388 -0.940  -0.052
C9 2.428 -4.596 -0.828  -0.115
C10 1.113 -4.622 -0.364  -0.098
C11 0.459 -3.453 0.006  -0.132
C12 1.112 -2.226 -0.069  -0.225
H1 4.292 4.869 -1.030  0.098
H2 5.553 2.962 -1.994  0.095
H3 4.661 0.656 -1.741  0.100
H4 0.868 2.835 1.304  0.112
H5 2.161 4.465 0.154  0.112
H6 4.101 -3.328 -1.316  0.102
H7 2.928 -5.515 -1.109  0.091
H8 0.593 -5.570 -0.287  0.095
H9 -0.556 -3.496 0.376  0.057
O1 -1.034 1.967 2.438  -0.334
N3 1.032 2.104 0.624  -0.013
C13 -0.259 1.900 -0.119  -0.303
C14 -0.999 3.195 -0.323  -0.247
C15 -0.692 4.296 -1.108  -0.040
C16 -1.518 5.415 -1.023  -0.105
C17 -2.615 5.414 -0.166  -0.101
C18 -2.923 4.292 0.604  -0.072
C19 -2.112 3.171 0.508  -0.209
P1 -1.935 1.380 1.109  0.548
C20 -3.526 1.246 2.129  -0.310
C21 -4.434 0.200 1.973  -0.131
C22 -5.609 0.145 2.711  -0.098
C23 -5.909 1.145 3.628  -0.121
C24 -5.012 2.189 3.809  -0.105
C25 -3.832 2.230 3.071  -0.099
C26 -2.843 0.799 -0.523  -0.294
C27 -2.383 -0.173 -1.401  -0.133
C28 -3.056 -0.480 -2.582  -0.098
C29 -4.226 0.183 -2.917  -0.120
C30 -4.711 1.158 -2.054  -0.096
C31 -4.025 1.456 -0.885  -0.094
H10 -0.607 1.210 2.861  -0.020
H11 -0.038 1.408 -1.071  0.098
H12 0.167 4.295 -1.772  0.103
H13 -1.312 6.290 -1.628  0.089
H14 -3.241 6.298 -0.103  0.090
H15 -3.794 4.304 1.251  0.095
H16 -4.207 -0.591 1.267  0.082
H17 -6.295 -0.683 2.572  0.093
H18 -6.829 1.105 4.200  0.087
H19 -5.226 2.969 4.531  0.090
H20 -3.120 3.030 3.236  0.096
H21 -1.489 -0.734 -1.168  0.035
H22 -2.660 -1.251 -3.235  0.093
H23 -4.755 -0.056 -3.832  0.088
H24 -5.624 1.692 -2.292  0.092
H25 -4.431 2.216 -0.228  0.100
Se1 -1.290 -0.932 1.702  0.364

energy	-117185.38109	eV
charge	-1
lowest unoccupied orbital energy (spin up / spin down)	1.703 / 1.703	eV
molecular weight	671.92	g/mol
relative energy (zero: lowest compared OMol25 entry of this formula, charge and spin)	0.0	kcal/mol
HOMO (spin up / spin down)	-4.15 / -4.15	eV
Kohn-Sham gap (spin up / spin down)	5.856 / 5.856	eV

Entry 3:
Here is a structure of composition C31H25N5O6PPdS2 from the OMol25 dataset. Energies are from ωB97M-V with the def2-TZVPD basis set.

Last column: Löwdin charge in e.
Cartesian coordinates (Å):
Pd1 0.178 0.282 0.476  0.578
S1 1.540 2.067 0.435  0.691
C1 0.271 3.257 0.604  -0.779
N1 0.586 4.493 0.681  0.030
N2 -0.416 5.434 0.539  -0.013
C2 -1.301 5.603 -0.532  -0.259
C3 -1.262 4.839 -1.703  -0.037
C4 -2.129 5.127 -2.747  -0.093
C5 -3.053 6.160 -2.655  -0.121
C6 -3.090 6.916 -1.493  -0.110
C7 -2.225 6.646 -0.444  -0.051
N3 -1.100 2.913 0.716  0.082
N4 -1.290 1.726 0.897  -0.053
C8 -2.675 1.383 1.100  -0.249
C9 -3.690 2.091 0.474  -0.016
C10 -5.005 1.729 0.708  -0.073
C11 -5.298 0.675 1.567  -0.085
C12 -4.272 -0.025 2.185  -0.069
C13 -2.953 0.326 1.945  -0.036
H1 -0.240 6.246 1.097  0.122
H2 -0.545 4.037 -1.810  0.106
H3 -2.074 4.529 -3.650  0.103
H4 -3.728 6.371 -3.475  0.091
H5 -3.803 7.726 -1.396  0.095
H6 -2.265 7.241 0.462  0.104
H7 -3.435 2.893 -0.209  0.112
H8 -5.802 2.263 0.208  0.102
H9 -6.328 0.387 1.739  0.099
H10 -4.495 -0.852 2.844  0.104
H11 -2.138 -0.217 2.401  0.104
O1 4.316 0.998 0.428  -0.384
S2 4.391 0.111 -0.719  0.401
O2 5.542 0.290 -1.576  -0.331
O3 3.113 -0.040 -1.429  -0.419
C14 4.553 -1.489 0.041  -0.254
C15 5.810 -2.040 0.216  -0.051
C16 5.964 -3.212 0.948  -0.078
C17 4.848 -3.818 1.499  -0.086
C18 3.585 -3.270 1.302  -0.089
C19 3.412 -2.101 0.562  -0.269
P1 1.698 -1.490 0.176  1.054
C20 1.385 -2.254 -1.448  -0.337
C21 1.795 -3.555 -1.732  -0.091
C22 1.541 -4.116 -2.974  -0.086
C23 0.882 -3.375 -3.947  -0.090
C24 0.493 -2.070 -3.678  -0.062
C25 0.753 -1.507 -2.436  -0.095
C26 0.789 -2.549 1.391  -0.400
C27 0.103 -3.721 1.104  -0.086
C28 -0.588 -4.396 2.101  -0.077
C29 -0.612 -3.902 3.398  -0.096
C30 0.061 -2.722 3.695  -0.088
C31 0.752 -2.052 2.696  -0.123
H12 6.655 -1.531 -0.231  0.112
H13 6.949 -3.640 1.095  0.100
H14 4.950 -4.723 2.087  0.098
H15 2.737 -3.778 1.735  0.095
H16 2.330 -4.128 -0.984  0.103
H17 1.866 -5.128 -3.185  0.097
H18 0.683 -3.812 -4.919  0.097
H19 -0.008 -1.483 -4.438  0.106
H20 0.481 -0.482 -2.239  0.085
H21 0.078 -4.101 0.091  0.103
H22 -1.120 -5.308 1.859  0.101
H23 -1.159 -4.427 4.171  0.095
H24 0.036 -2.321 4.702  0.099
H25 1.281 -1.137 2.930  0.101
O4 -1.908 0.037 -1.502  -0.024
N5 -2.106 -0.982 -0.837  -0.544
O5 -2.968 -1.803 -1.096  0.036
O6 -1.326 -1.236 0.182  -0.200

energy	-86725.55075	eV
charge	-1
lowest unoccupied orbital energy	1.345	eV
molecular weight	765.10	g/mol
relative energy (zero: lowest compared OMol25 entry of this formula, charge and spin)	0.0	kcal/mol
HOMO	-5.11	eV
Kohn-Sham gap	6.455	eV

Short version: F_max = 3.4 1.4 1.8 eV/Å, in the order given.